*i*
Entry from the Open Molecules 2025 dataset: 2 unconnected molecules or ions with the total composition C3H5FO (ωB97M-V with the def2-TZVPD basis set).

Atoms and positions in Å:
C  0.22581  -1.11112  1.57493
C  -0.45255  -0.11916  1.02067
C  0.88563  0.39073  -1.61162
O  1.09230  -0.86466  -1.73872
F  -1.39087  -0.35545  0.04158
H  0.15313  -2.09783  1.34715
H  1.04268  -0.80988  2.40148
H  0.09145  0.78724  -2.27425
H  -0.36278  0.92542  1.11808
H  0.46101  -1.50345  -2.38621

Results
Gap between HOMO and LUMO ... 0.3246 Eh

***

*ii*
Entry from the Open Molecules 2025 dataset: C3H5FO in the gas phase (ωB97M-V with the def2-TZVPD basis set).

Atoms and positions in Å:
C  0.70204  -1.24081  -0.34965
C  -0.46070  0.77836  -0.43322
C  -0.74400  1.12897  0.77433
H  1.64131  -0.82445  -0.68295
H  0.71998  -2.33059  -0.59052
H  0.79300  -1.22901  0.72057
H  -0.23667  1.36338  -1.25983
H  -0.85870  0.46257  1.60590
O  -0.49196  -0.54593  -0.77526
F  -1.06429  2.43751  0.99064

Results
Gap between HOMO and LUMO ... 0.3921 Eh

***

Verdict on stability: *ii* comes out on top.

***

*i*
Entry from the Open Molecules 2025 dataset: C3H5FO in the gas phase (ωB97M-V with the def2-TZVPD basis set).

Atoms and positions in Å:
C  -0.60473  0.17861  -0.28649
C  -0.04752  -0.45699  0.93841
C  0.85858  0.33182  0.13098
H  -0.85713  -0.29351  -2.19813
H  -0.99179  1.19464  -0.19892
H  -0.31505  0.02854  1.83269
H  0.01572  -1.48928  0.79094
H  1.47691  -0.13952  -0.52049
O  -0.96651  -0.68657  -1.31838
F  1.43152  1.33227  0.82939

Results
Gap between HOMO and LUMO ... 0.3790 Eh

***

*ii*
Entry from the Open Molecules 2025 dataset: C3H5FO in the gas phase (ωB97M-V with the def2-TZVPD basis set).

Atoms and positions in Å:
C  1.08837  -0.53706  -0.09059
C  -0.05726  -0.10857  0.56854
C  -1.08743  0.75542  -0.22574
H  1.41983  -1.54768  0.20268
H  0.81608  -0.63138  -1.20382
H  -0.55928  0.17694  1.74870
H  -0.87925  0.93896  -1.06374
H  -1.77729  1.42354  0.28333
O  -1.06652  -0.83493  -0.16871
F  2.10274  0.36475  -0.05064

Results
Gap between HOMO and LUMO ... 0.4197 Eh

***

Verdict on stability: *i* comes out on top.

***

*i*
Entry from the Open Molecules 2025 dataset: 2 unconnected molecules or ions with the total composition C2H2ClFNO2 (ωB97M-V with the def2-TZVPD basis set).

Atoms and positions in Å:
C  -1.55306  -0.10952  0.27093
C  1.74170  -0.29011  -0.15231
N  -0.93690  0.83225  -0.73456
O  -1.92024  0.32756  1.34310
O  -1.66668  -1.22665  -0.24590
F  -0.70667  2.13346  -0.26317
Cl  1.31167  -1.97066  0.18427
H  2.04652  0.00001  -1.16164
H  1.68367  0.30366  0.75927

Results
Gap between HOMO and LUMO (alpha / beta) ... 0.3003 / 0.3034 Eh
Total charge ... -1

***

*ii*
Entry from the Open Molecules 2025 dataset: 2 unconnected molecules or ions with the total composition C2H2ClFNO2 (ωB97M-V with the def2-TZVPD basis set).

Atoms and positions in Å:
C  1.28902  -2.05453  -1.11457
C  1.52485  -0.36224  1.77679
N  1.03526  -0.67262  -1.41099
O  0.61551  -2.94476  -1.72981
O  2.33815  -2.08492  -0.46825
F  -0.31959  -0.32097  -1.62714
Cl  0.43627  0.77733  1.13467
H  2.11386  -0.83683  0.94871
H  1.44653  -0.45430  2.80422

Results
Gap between HOMO and LUMO (alpha / beta) ... 0.3177 / 0.2994 Eh
Total charge ... -1

***

Verdict on stability: *i* comes out on top.